(w)
A 2-piece molecular cluster, C4H12NO2 overall, computed with the ωB97M-V functional and the def2-TZVPD basis.

Calculated values
Frontier orbital gap ... 6.54 eV
Spin multiplicity ... 1
LUMO ... 3.9 eV
Net charge ... -1

Each line ends with the natural charge from an NBO analysis.
Positions of all 19 atoms, in Å:
C: -1.849 1.908 -0.523  -0.638
C: -1.712 0.649 -1.405  -0.199
N: -0.469 -0.076 -1.275  -0.663
C: -0.073 -0.472 0.089  -0.262
C: 1.344 0.139 0.403  -0.020
O: 2.062 0.341 -0.722  -0.944
H: -2.701 2.494 -0.884  0.181
H: -2.103 1.605 0.488  0.197
H: -0.984 2.553 -0.641  0.213
H: -1.813 0.952 -2.457  0.169
H: -2.550 -0.033 -1.241  0.158
H: 0.319 0.497 -1.570  0.397
H: -0.781 -0.026 0.819  0.131
H: -0.198 -1.558 0.188  0.162
H: 1.894 -0.595 1.050  0.067
H: 1.196 1.056 1.020  0.073
H: 1.281 -1.437 2.386  0.480
H: -0.024 -2.202 2.741  0.462
O: 0.933 -2.284 2.697  -0.964

=====

(x)
A 2-piece molecular cluster, C4H12NO2 overall, computed with the ωB97M-V functional and the def2-TZVPD basis.

Calculated values
Frontier orbital gap ... 6.85 eV
Spin multiplicity ... 1
LUMO ... 4.0 eV
Net charge ... -1

Each line ends with the natural charge from an NBO analysis.
Positions of all 19 atoms, in Å:
C: -1.467 -1.198 0.681  -0.683
C: -0.810 -0.258 -0.449  -0.089
C: -0.459 -1.086 -1.621  -0.635
N: 0.530 0.126 0.242  -0.751
C: 0.418 1.099 1.467  0.149
O: 0.121 0.405 2.534  -0.926
H: -1.142 -2.302 0.782  0.173
H: -2.587 -1.275 0.452  0.161
H: -1.283 -0.641 1.671  0.301
H: -1.609 0.550 -0.260  0.224
H: 0.075 -1.922 -1.165  0.216
H: 0.279 -0.493 -2.254  0.213
H: -1.264 -1.233 -2.465  0.201
H: 0.823 -0.761 0.669  0.346
H: -0.363 1.821 0.933  0.034
H: 1.331 1.726 1.747  0.102
H: 1.861 1.343 -0.764  0.513
H: 3.228 1.987 -0.992  0.446
O: 2.317 2.111 -1.210  -0.991

=====

(y)
A 2-piece molecular cluster, C4H12NO2 overall, computed with the ωB97M-V functional and the def2-TZVPD basis.

Calculated values
Frontier orbital gap ... 7.87 eV
Spin multiplicity ... 1
LUMO ... 4.0 eV
Net charge ... -1

Each line ends with the natural charge from an NBO analysis.
Positions of all 19 atoms, in Å:
C: 0.354 -1.259 -1.570  -0.466
N: 0.250 -1.250 -0.077  -0.681
C: 2.364 0.104 -0.254  -0.640
C: 0.950 0.031 0.452  -0.076
C: 0.038 1.403 0.435  -0.033
O: -1.260 1.563 0.834  -0.799
H: 1.195 -1.875 -2.082  0.163
H: 0.252 -0.241 -2.064  0.163
H: -0.606 -1.868 -1.641  0.218
H: -0.766 -1.007 -0.017  0.429
H: 2.953 0.921 0.161  0.196
H: 3.006 -0.816 -0.181  0.213
H: 2.113 0.413 -1.292  0.203
H: 1.048 -0.226 1.573  0.166
H: 0.752 2.127 1.064  0.123
H: 0.075 1.634 -0.670  0.109
H: -1.826 0.684 0.681  0.498
H: -2.598 -0.708 1.256  0.418
O: -2.438 -0.559 0.338  -1.207

=====

(z)
A 2-piece molecular cluster, C4H12NO2 overall, computed with the ωB97M-V functional and the def2-TZVPD basis.

Calculated values
Frontier orbital gap ... 7.72 eV
Spin multiplicity ... 1
LUMO ... 4.3 eV
Net charge ... -1

Each line ends with the natural charge from an NBO analysis.
Positions of all 19 atoms, in Å:
C: 0.023 -0.208 -1.948  -0.454
N: 1.215 0.085 -0.820  -0.697
C: 1.008 1.202 0.089  -0.193
C: 0.013 0.855 1.300  -0.482
C: -1.394 0.328 0.908  -0.049
O: -1.351 -0.735 0.010  -0.928
H: -0.723 -0.813 -1.394  0.293
H: 0.643 -0.645 -2.652  0.159
H: -0.435 0.833 -2.203  0.167
H: 1.612 -0.741 -0.593  0.346
H: 0.699 2.226 -0.461  0.160
H: 2.055 1.536 0.458  0.167
H: 0.450 -0.156 1.695  0.227
H: 0.126 1.694 1.991  0.178
H: -1.977 0.030 1.751  0.139
H: -2.059 1.053 0.315  0.116
H: -0.736 -1.866 0.622  0.499
H: 0.680 -2.187 0.029  0.423
O: 0.153 -2.489 0.903  -1.070

=====

Most stable structure: (w)

=====

(w)
A 2-piece molecular cluster, C4H12NO2 overall, computed with the ωB97M-V functional and the def2-TZVPD basis.

Calculated values
Frontier orbital gap ... 6.96 eV
Spin multiplicity ... 1
LUMO ... 4.0 eV
Net charge ... -1

Each line ends with the natural charge from an NBO analysis.
Positions of all 19 atoms, in Å:
C: -1.087 -1.189 -0.317  -0.638
C: -0.585 -0.191 0.762  -0.040
C: -1.405 1.138 0.920  -0.673
N: 0.827 0.158 0.457  -0.764
C: 1.280 1.170 -0.686  0.146
O: 0.718 2.363 -0.521  -0.920
H: -0.963 -0.738 -1.285  0.232
H: -2.203 -1.281 -0.293  0.186
H: -0.741 -2.201 0.027  0.197
H: -0.628 -0.583 1.814  0.168
H: -1.664 1.270 1.981  0.169
H: -2.369 1.234 0.360  0.175
H: -0.846 2.039 0.593  0.301
H: 1.383 0.214 1.301  0.348
H: 0.972 0.536 -1.528  0.077
H: 2.382 1.047 -0.546  0.083
H: 1.293 -2.255 -0.780  0.452
H: 1.684 -0.917 -0.916  0.503
O: 1.951 -1.814 -1.344  -1.002

=====

(x)
A 2-piece molecular cluster, C4H12NO2 overall, computed with the ωB97M-V functional and the def2-TZVPD basis.

Calculated values
Frontier orbital gap ... 5.79 eV
Spin multiplicity ... 1
LUMO ... 3.3 eV
Net charge ... -1

Each line ends with the natural charge from an NBO analysis.
Positions of all 19 atoms, in Å:
C: -0.317 -1.410 -1.363  0.007
O: -0.110 -2.021 -2.524  -0.944
C: 0.102 0.096 -1.369  -0.093
C: -0.194 0.713 0.005  -0.405
C: 0.140 2.192 0.192  -0.605
N: 1.537 0.199 -1.637  -0.869
H: -1.349 -1.419 -0.892  0.050
H: 0.324 -1.862 -0.527  0.031
H: -0.515 0.536 -2.132  0.170
H: -1.269 0.586 0.134  0.192
H: 0.407 0.131 0.713  0.176
H: 1.115 2.475 -0.204  0.213
H: 0.093 2.437 1.255  0.180
H: -0.579 2.794 -0.352  0.187
H: 2.003 -0.349 -0.921  0.333
H: 1.699 -0.292 -2.512  0.376
H: -0.365 -2.021 4.190  0.472
H: -1.476 -1.107 3.601  0.480
O: -1.247 -1.677 4.344  -0.953

=====

(y)
A 2-piece molecular cluster, C4H12NO2 overall, computed with the ωB97M-V functional and the def2-TZVPD basis.

Calculated values
Frontier orbital gap ... 6.48 eV
Spin multiplicity ... 1
LUMO ... 3.8 eV
Net charge ... -1

Each line ends with the natural charge from an NBO analysis.
Positions of all 19 atoms, in Å:
C: -0.877 0.711 -1.608  -0.628
C: -0.590 -0.749 -1.334  0.093
C: 0.827 -0.988 -0.863  -0.647
O: -0.809 -1.427 -2.607  -0.760
H: -1.868 0.768 -2.061  0.194
H: -0.139 1.139 -2.294  0.178
H: -0.840 1.277 -0.679  0.260
H: -1.307 -1.104 -0.593  0.195
H: 0.936 -0.571 0.140  0.282
H: 1.525 -0.436 -1.502  0.180
H: 1.101 -2.047 -0.875  0.175
H: -0.750 -2.368 -2.428  0.450
N: 1.229 1.124 2.081  -0.923
C: -0.062 0.439 2.510  0.158
O: -0.858 0.215 1.479  -0.945
H: 0.957 1.864 1.441  0.336
H: 1.732 1.541 2.861  0.316
H: 0.291 -0.492 3.025  0.054
H: -0.498 1.105 3.307  0.033

=====

Most stable structure: (y)

=====

(w)
A 2-piece molecular cluster, C2H7NO2 overall, computed with the ωB97M-V functional and the def2-TZVPD basis.

Calculated values
Frontier orbital gap ... 9.86 eV
Spin multiplicity ... 1
LUMO ... 0.5 eV

Each line ends with the natural charge from an NBO analysis.
Positions of all 12 atoms, in Å:
N: 0.862 1.339 0.352  -0.840
C: 0.308 0.621 -0.762  -0.328
C: 0.701 -0.859 -0.688  0.464
O: 0.488 -1.589 -1.615  -0.534
H: 0.637 2.301 0.346  0.358
H: 0.507 1.094 1.272  0.359
H: 0.767 0.901 -1.704  0.212
H: -0.773 0.674 -0.918  0.195
H: 1.394 -1.083 0.147  0.104
O: -1.443 -0.986 0.871  -0.943
H: -2.164 -0.592 1.369  0.476
H: -1.283 -1.822 1.330  0.478

=====

(x)
A 2-piece molecular cluster, C2H7NO2 overall, computed with the ωB97M-V functional and the def2-TZVPD basis.

Calculated values
Frontier orbital gap ... 9.96 eV
Spin multiplicity ... 1
LUMO ... 0.8 eV

Each line ends with the natural charge from an NBO analysis.
Positions of all 12 atoms, in Å:
N: -0.564 1.692 -1.255  -0.851
C: -0.371 0.379 -0.762  -0.324
C: -1.508 -0.109 0.139  0.422
O: -1.236 -0.861 1.023  -0.514
H: -0.343 2.521 -0.598  0.362
H: -0.184 1.986 -2.077  0.366
H: 0.419 0.503 -0.022  0.201
H: -0.220 -0.354 -1.524  0.223
H: -2.565 0.259 0.090  0.116
O: 1.928 -2.296 1.708  -0.938
H: 2.023 -1.539 2.302  0.470
H: 2.621 -2.181 0.977  0.468

=====

Most stable structure: (w)

=====

(w)
A 2-piece molecular cluster, C2H7NO2 overall, computed with the ωB97M-V functional and the def2-TZVPD basis.

Calculated values
Frontier orbital gap ... 10.11 eV
Spin multiplicity ... 1
LUMO ... 0.5 eV

Each line ends with the natural charge from an NBO analysis.
Positions of all 12 atoms, in Å:
C: 0.480 1.335 0.219  -0.723
C: -0.852 0.877 0.765  0.672
N: -1.039 -0.472 0.844  -0.843
O: -1.700 1.657 1.146  -0.619
H: 1.295 0.638 0.407  0.213
H: 0.363 1.517 -0.856  0.231
H: 0.710 2.292 0.696  0.245
H: -0.528 -1.088 0.230  0.415
H: -1.936 -0.686 1.262  0.402
O: 0.681 -2.012 -1.566  -0.946
H: 1.282 -1.289 -1.772  0.475
H: 1.246 -2.768 -1.375  0.477

=====

(x)
A 2-piece molecular cluster, C2H7NO2 overall, computed with the ωB97M-V functional and the def2-TZVPD basis.

Calculated values
Frontier orbital gap ... 10.14 eV
Spin multiplicity ... 1
LUMO ... 0.6 eV

Each line ends with the natural charge from an NBO analysis.
Positions of all 12 atoms, in Å:
C: -0.521 -0.329 -0.029  -0.468
N: -0.496 -0.877 1.294  -0.613
C: -0.005 -0.111 2.334  0.512
O: 0.006 -0.744 3.422  -0.606
H: -0.922 -0.930 -0.915  0.225
H: 0.418 -0.203 -0.612  0.211
H: -1.163 0.574 0.070  0.196
H: -0.840 -1.767 1.474  0.406
H: 0.177 0.889 2.061  0.137
O: 1.321 0.908 -2.948  -0.942
H: 0.440 1.010 -2.646  0.470
H: 1.586 1.580 -3.505  0.473

=====

Most stable structure: (w)